Here is a 10-piece molecular cluster, C31H66N3O10 overall in a non-equilibrium geometry from OMol25. Energies are from ωB97M-V/def2-TZVPD.

relative energy (zero: lowest compared OMol25 entry of this formula, charge and spin)	0.0	kcal per mole
highest occupied orbital energy	-10.8874	eV
total charge	+1
electronic energy	-58155.1857	eV

Each line ends with the Mulliken charge.
Geometry (Å):
C: 1.2847 0.5687 -2.2413  -1.3121
C: 1.4672 -0.3088 -3.4858  0.6408
O: 2.6736 -1.0503 -3.3105  -0.5985
C: 0.3220 -1.3338 -3.7305  -1.3117
N: -0.9117 -1.0972 -2.9296  0.1670
C: -1.6918 -0.1431 -3.3407  0.1281
N: -1.2856 0.8486 -4.2438  -0.4437
N: -2.9474 -0.0872 -2.8130  -0.2308
H: 1.6140 0.0912 -1.3114  0.3889
H: 1.9262 1.4434 -2.3795  0.1512
H: 0.2733 0.9565 -2.0795  0.5718
H: 1.6247 0.2704 -4.3979  0.3869
H: 2.6794 -1.3360 -2.3850  0.3365
H: 0.7134 -2.3053 -3.4136  0.5251
H: 0.0927 -1.4580 -4.7960  0.3055
H: -1.4136 -1.9847 -2.9400  0.3246
H: -1.2278 0.4824 -5.1927  0.3529
H: -0.4184 1.3099 -3.9630  0.3036
H: -3.0308 0.3567 -1.8971  0.2985
H: -3.7349 -0.4409 -3.3297  0.1757
C: -0.0193 -5.0163 -0.3688  -1.4891
C: 0.2644 -3.5395 -0.2695  1.0043
O: 1.3050 -3.0687 -0.6855  -0.4666
C: -0.7968 -2.6776 0.3660  -1.2276
H: 0.8231 -5.5157 -0.8441  0.3638
H: -0.1607 -5.4365 0.6282  0.3698
H: -0.9141 -5.1856 -0.9702  0.3783
H: -0.9746 -2.9971 1.3941  0.4944
H: -1.7229 -2.7444 -0.2087  0.4420
H: -0.4605 -1.6420 0.3732  0.1729
C: 3.7052 4.2611 -4.4503  -0.8824
C: 2.3006 3.8376 -4.7845  0.7552
O: 1.8295 2.8075 -4.3419  -0.3952
C: 1.5033 4.7398 -5.6887  -1.2594
H: 4.1639 3.5225 -3.7949  0.0792
H: 4.2989 4.3350 -5.3623  0.3446
H: 3.6911 5.2251 -3.9393  0.3495
H: 2.0024 4.8341 -6.6541  0.3545
H: 1.3949 5.7239 -5.2309  0.3479
H: 0.5131 4.3148 -5.8453  0.2829
C: 3.4163 -2.7529 4.2855  -1.0235
C: 2.4013 -1.9066 3.5667  0.6055
O: 1.6665 -1.1410 4.1522  -0.5905
C: 2.3269 -2.0452 2.0647  -0.4096
H: 3.3564 -2.5509 5.3544  0.3440
H: 3.2114 -3.8100 4.1149  0.2566
H: 4.4202 -2.5103 3.9358  0.3243
H: 2.0747 -3.0715 1.7992  -0.0094
H: 3.2824 -1.7703 1.6141  0.3576
H: 1.5540 -1.3823 1.6800  0.1805
C: -5.4210 0.9836 1.2294  -0.8614
C: -3.9476 1.1004 0.9606  0.8002
O: -3.4456 0.6252 -0.0451  -0.6960
C: -3.1134 1.8247 1.9784  -0.7399
H: -5.9117 0.4403 0.4187  0.1906
H: -5.5803 0.4408 2.1637  0.3026
H: -5.8632 1.9787 1.2966  0.3174
H: -3.1817 1.3148 2.9412  -0.0434
H: -3.4554 2.8509 2.0773  0.3837
H: -2.0733 1.8333 1.6587  0.2813
C: 5.1285 -4.8469 1.3076  -0.8236
C: 6.1275 -4.3079 2.3029  0.8048
O: 5.7700 -3.7178 3.2987  -0.5502
C: 7.5873 -4.5364 2.0037  -1.1974
H: 4.1198 -4.6141 1.6441  -0.0037
H: 5.2884 -4.3862 0.3313  0.2977
H: 5.2310 -5.9301 1.2263  0.4222
H: 7.8533 -4.0624 1.0573  0.3180
H: 7.7944 -5.6064 1.9522  0.3376
H: 8.1907 -4.0999 2.7970  0.3218
C: -0.2085 6.0118 2.3660  -1.1283
C: -1.0709 5.0333 3.1223  0.7750
O: -1.9379 4.3946 2.5667  -0.5158
C: -0.8085 4.8833 4.5990  -1.0740
H: -0.5042 6.0194 1.3185  0.2834
H: -0.3365 7.0151 2.7750  0.3414
H: 0.8395 5.7157 2.4344  0.3404
H: -0.9622 5.8382 5.1039  0.3381
H: 0.2136 4.5386 4.7632  0.3331
H: -1.4972 4.1510 5.0160  0.2646
C: 5.1092 0.4404 -2.5757  -0.7964
C: 6.3126 1.3261 -2.3617  0.7089
O: 6.6541 2.1322 -3.1964  -0.5528
C: 7.0688 1.1652 -1.0655  -1.2087
H: 4.6666 0.6628 -3.5431  0.2435
H: 5.4069 -0.6090 -2.5604  0.4885
H: 4.3665 0.6291 -1.7983  0.1610
H: 7.4559 0.1482 -0.9830  0.3250
H: 6.4120 1.3808 -0.2207  0.3160
H: 7.9049 1.8614 -1.0462  0.3361
C: -8.3771 0.8739 -2.8474  -1.1070
C: -8.2616 0.0723 -1.5753  0.7625
O: -7.5247 0.4171 -0.6766  -0.5431
C: -9.1012 -1.1746 -1.4680  -1.1003
H: -7.7217 1.7411 -2.7891  0.2816
H: -8.0793 0.2632 -3.7016  0.3201
H: -9.4038 1.2175 -2.9797  0.3527
H: -8.8346 -1.8738 -2.2623  0.3268
H: -10.1593 -0.9189 -1.5409  0.3446
H: -8.9207 -1.6503 -0.5060  0.2902
C: -4.9987 -0.2673 5.9292  -1.1200
C: -4.0081 -1.1877 5.2585  0.9158
O: -4.3618 -2.2134 4.7236  -0.5686
C: -2.5575 -0.7733 5.2824  -0.8489
H: -5.9994 -0.6852 5.8370  0.2887
H: -4.7561 -0.1657 6.9881  0.3916
H: -4.9811 0.7137 5.4504  0.2711
H: -2.2079 -0.6932 6.3126  0.3758
H: -2.4342 0.1846 4.7736  0.0925
H: -1.9597 -1.5229 4.7676  0.2170